Arrangement one

This record from OMol25 describes a molecular structure, C5H10S3. The level of theory is the ωB97M-V functional and the def2-TZVPD basis.

Geometry as ORCA input:
```
! wB97M-V def2-TZVPD RIJCOSX def2/J DEFGRID3
* xyz 0 1
H -0.042 2.832 -0.610
C 1.508 -2.034 0.400
H 1.489 1.042 -1.486
S -2.140 -1.140 -1.144
H -1.369 2.595 0.815
H 0.276 2.009 1.091
H -0.822 1.143 -1.568
C -1.606 -0.141 0.022
S -1.664 -0.432 1.819
H 1.635 -2.539 1.796
S 2.127 -0.300 0.375
C -0.473 0.883 -0.472
C -0.433 2.235 0.291
H 2.521 -2.511 -0.608
H -2.933 -1.282 1.628
H 0.844 -0.669 -1.473
H 0.136 -1.947 -0.022
C 0.946 0.257 -0.852
*
```

Results
Orbital gap: 7.73 eV

Arrangement two

This record from OMol25 describes a molecular structure, C5H10S3. The level of theory is the ωB97M-V functional and the def2-TZVPD basis.

Geometry as ORCA input:
```
! wB97M-V def2-TZVPD RIJCOSX def2/J DEFGRID3
* xyz 0 1
H 0.570 2.863 0.153
C -0.440 1.134 0.613
S -2.067 1.804 0.882
C -0.636 -0.612 -0.186
C 1.790 -1.573 0.463
H 2.180 -2.469 1.064
S -1.697 -0.659 -1.680
H -0.302 2.384 -1.268
H 0.531 -2.403 -1.072
H 2.545 -1.318 -0.185
H 1.136 1.408 -0.815
C 0.431 -1.720 -0.165
H -2.737 -1.167 -0.950
H -2.206 2.262 -0.296
C 0.254 1.936 -0.409
H -0.100 0.875 1.584
S -1.044 -1.947 0.995
H 1.789 -0.799 1.271
*
```

Results
Orbital gap: 9.29 eV

In order of decreasing stability: arrangement two, arrangement one.

Arrangement one

This record from OMol25 describes C2H3NO2 in the gas phase. The level of theory is the ωB97M-V functional and the def2-TZVPD basis.

Geometry as ORCA input:
```
! wB97M-V def2-TZVPD RIJCOSX def2/J DEFGRID3
* xyz 0 1
N -1.212 -0.176 0.785
H -2.220 -0.004 0.667
C -0.672 -0.451 -0.318
C 1.332 0.448 0.143
O 1.442 1.487 -0.421
H 1.945 -0.114 0.847
H -1.248 -0.507 -1.228
O 0.633 -0.684 -0.475
*
```

Results
SMILES: [H]/N=C/OC=O
Orbital gap: 11.37 eV

Arrangement two

This record from OMol25 describes C2H3NO2 in the gas phase. The level of theory is the ωB97M-V functional and the def2-TZVPD basis.

Geometry as ORCA input:
```
! wB97M-V def2-TZVPD RIJCOSX def2/J DEFGRID3
* xyz 0 1
C -0.489 1.198 0.494
N 0.209 -1.178 0.386
O -0.161 0.717 -0.777
H 0.399 1.279 1.136
H 0.596 -2.113 0.341
O -1.597 1.512 0.778
H 0.731 -0.869 -1.657
C 0.313 -0.546 -0.701
*
```

Results
SMILES: [H]/N=C/OC=O
Orbital gap: 11.64 eV

In order of decreasing stability: arrangement two, arrangement one.

Arrangement one

This record from OMol25 describes C2H3NO2 in the gas phase. The level of theory is the ωB97M-V functional and the def2-TZVPD basis.

Geometry as ORCA input:
```
! wB97M-V def2-TZVPD RIJCOSX def2/J DEFGRID3
* xyz 0 1
O -1.206 0.526 0.130
C 0.025 0.841 -0.015
H 0.202 1.813 0.251
O 0.800 -1.349 0.132
H 2.024 0.212 -0.043
H -1.176 -1.280 -0.388
C 1.057 -0.166 -0.073
N -1.724 -0.596 0.006
*
```

Results
Orbital gap (spin up / spin down): 8.70 / 8.48 eV

Arrangement two

This record from OMol25 describes 2 unconnected molecules or ions with the total composition C2H3NO2. The level of theory is the ωB97M-V functional and the def2-TZVPD basis.

Geometry as ORCA input:
```
! wB97M-V def2-TZVPD RIJCOSX def2/J DEFGRID3
* xyz 0 1
N 0.134 -1.504 -1.396
H -1.272 -2.597 -0.076
O 1.005 -1.108 -2.107
C -0.666 -1.874 -0.683
O -0.171 0.706 0.364
H 1.681 0.321 0.683
H 0.318 -0.259 1.897
C 0.688 0.226 1.048
*
```

Results
SMILES: C#[N+][O-].C=O
Orbital gap: 10.83 eV

Arrangement three

This record from OMol25 describes C2H3NO2 in the gas phase. The level of theory is the ωB97M-V functional and the def2-TZVPD basis.

Geometry as ORCA input:
```
! wB97M-V def2-TZVPD RIJCOSX def2/J DEFGRID3
* xyz 0 1
C -1.039 -0.027 -0.057
O 1.419 0.907 -0.208
H 0.542 0.020 1.431
O -2.188 0.287 -0.215
C 0.355 0.158 0.389
N -0.259 -1.064 -0.126
H 1.148 1.684 -0.730
H 0.022 -1.964 -0.484
*
```

Results
SMILES: O=C1N[C@H]1O
Orbital gap: 10.70 eV

In order of decreasing stability: arrangement three, arrangement two, arrangement one.

Arrangement one

This record from OMol25 describes 2 unconnected molecules or ions with the total composition C2H3NO2. The level of theory is the ωB97M-V functional and the def2-TZVPD basis.

Geometry as ORCA input:
```
! wB97M-V def2-TZVPD RIJCOSX def2/J DEFGRID3
* xyz 0 1
N -3.621 0.633 -0.489
H 2.135 -0.718 -0.115
C -3.078 -0.281 -0.843
O -0.288 -1.194 0.510
O 0.183 -0.009 0.387
C 1.373 0.170 0.099
H 1.787 1.156 -0.108
H -2.387 -1.036 -1.085
*
```

Results
Orbital gap (spin up / spin down): 9.45 / 9.46 eV

Arrangement two

This record from OMol25 describes 2 unconnected molecules or ions with the total composition C2H3NO2. The level of theory is the ωB97M-V functional and the def2-TZVPD basis.

Geometry as ORCA input:
```
! wB97M-V def2-TZVPD RIJCOSX def2/J DEFGRID3
* xyz 0 1
C 1.733 -0.111 1.019
N -2.072 0.437 -1.616
O 2.089 1.094 0.914
C -1.592 -0.320 -0.792
H -2.574 1.167 -1.492
H 2.532 -0.693 1.635
O -1.114 -1.045 -0.067
H 0.997 -0.529 0.399
*
```

Results
SMILES: N=C=O.C=O
Orbital gap: 10.67 eV

Arrangement three

This record from OMol25 describes C2H3NO2 in the gas phase. The level of theory is the ωB97M-V functional and the def2-TZVPD basis.

Geometry as ORCA input:
```
! wB97M-V def2-TZVPD RIJCOSX def2/J DEFGRID3
* xyz 0 1
H 0.362 1.953 -0.130
C 0.321 0.903 -0.435
C 0.235 -0.326 0.401
H -1.611 -0.758 0.425
H 1.125 -0.524 1.004
N 0.295 0.262 -1.536
O -0.985 -0.516 1.132
O 0.259 -0.993 -0.861
*
```

Results
SMILES: O[C@@H]1C=NO1
Orbital gap: 11.22 eV

In order of decreasing stability: arrangement two, arrangement three, arrangement one.

Arrangement one

This record from OMol25 describes 2 unconnected molecules or ions with the total composition C2H3NO2. The level of theory is the ωB97M-V functional and the def2-TZVPD basis.

Geometry as ORCA input:
```
! wB97M-V def2-TZVPD RIJCOSX def2/J DEFGRID3
* xyz 0 1
H 1.050 0.200 -2.207
H 0.236 -0.823 1.333
O 0.882 -3.079 -0.553
C -0.228 -0.277 0.429
O 0.349 0.480 -1.623
H -1.020 0.474 0.645
C 1.314 -2.316 -1.279
N 0.600 -0.266 -0.532
*
```

Results
Orbital gap: 11.03 eV

Arrangement two

This record from OMol25 describes 2 unconnected molecules or ions with the total composition C2H3NO2. The level of theory is the ωB97M-V functional and the def2-TZVPD basis.

Geometry as ORCA input:
```
! wB97M-V def2-TZVPD RIJCOSX def2/J DEFGRID3
* xyz 0 1
O -2.816 0.540 -0.036
H 1.575 0.023 0.879
N -1.798 1.114 -0.166
O -0.542 -1.693 0.317
C -0.123 -0.660 0.149
H 0.873 1.062 -0.300
H 1.678 -0.436 -0.828
C 1.152 0.049 -0.015
*
```

Results
Orbital gap (spin up / spin down): 7.64 / 7.89 eV

In order of decreasing stability: arrangement one, arrangement two.

Arrangement one

This record from OMol25 describes C2H3NO2 in the gas phase. The level of theory is the ωB97M-V functional and the def2-TZVPD basis.

Geometry as ORCA input:
```
! wB97M-V def2-TZVPD RIJCOSX def2/J DEFGRID3
* xyz 0 1
C -1.695 0.220 -0.082
H 1.981 0.941 0.219
H 2.464 -0.936 0.076
N 0.436 -0.762 -0.154
H -2.275 1.237 0.143
C 1.663 -0.262 -0.009
O -0.280 0.348 -0.186
O -2.294 -0.786 -0.007
*
```

Results
SMILES: C=NOC=O
Orbital gap: 10.86 eV

Arrangement two

This record from OMol25 describes 2 unconnected molecules or ions with the total composition C2H3NO2. The level of theory is the ωB97M-V functional and the def2-TZVPD basis.

Geometry as ORCA input:
```
! wB97M-V def2-TZVPD RIJCOSX def2/J DEFGRID3
* xyz 0 1
H -1.023 -0.327 1.954
N -1.130 1.900 -0.767
H -2.189 -0.562 0.411
C -1.092 -0.669 0.841
O 0.921 2.067 0.375
H -2.052 1.458 -0.588
O -0.217 -0.989 0.120
C -0.140 1.960 -0.082
*
```

Results
SMILES: N=C=O.C=O
Orbital gap: 11.00 eV

Arrangement three

This record from OMol25 describes C2H3NO2 in the gas phase. The level of theory is the ωB97M-V functional and the def2-TZVPD basis.

Geometry as ORCA input:
```
! wB97M-V def2-TZVPD RIJCOSX def2/J DEFGRID3
* xyz 0 1
N 0.985 -0.230 -0.677
C -0.304 -0.274 -0.054
O -0.312 2.161 -0.893
H -1.021 -0.586 -0.880
H 1.771 -0.079 -0.062
O -0.273 -0.613 1.291
C -0.497 1.198 -0.271
H -0.348 -1.577 1.546
*
```

Results
Orbital gap (spin up / spin down): 8.25 / 8.24 eV

In order of decreasing stability: arrangement two, arrangement one, arrangement three.

Arrangement one

This record from OMol25 describes 2 unconnected molecules or ions with the total composition C2H3NO2. The level of theory is the ωB97M-V functional and the def2-TZVPD basis.

Geometry as ORCA input:
```
! wB97M-V def2-TZVPD RIJCOSX def2/J DEFGRID3
* xyz 0 1
C -2.269 -0.668 -0.297
N -1.869 0.362 0.069
H 0.828 -0.401 1.836
H 2.277 0.404 0.954
H -2.227 -1.681 -0.433
O 0.895 -0.362 -0.236
O -1.227 1.322 0.396
C 1.392 -0.111 0.823
*
```

Results
SMILES: C#[N+][O-].C=O
Orbital gap: 10.87 eV

Arrangement two

This record from OMol25 describes C2H3NO2 in the gas phase. The level of theory is the ωB97M-V functional and the def2-TZVPD basis.

Geometry as ORCA input:
```
! wB97M-V def2-TZVPD RIJCOSX def2/J DEFGRID3
* xyz 0 1
O -0.890 -0.690 -2.051
H 0.108 -1.520 -0.421
C 0.444 0.347 1.134
N 0.077 0.522 -0.247
C -0.315 -0.604 -0.956
H -0.380 1.369 -0.962
H 0.041 -0.597 1.497
O 0.916 1.173 2.006
*
```

Results
SMILES: O=CNC=O
Orbital gap: 10.79 eV

In order of decreasing stability: arrangement two, arrangement one.

Arrangement one

This record from OMol25 describes 2 unconnected molecules or ions with the total composition C2H3NO2. The level of theory is the ωB97M-V functional and the def2-TZVPD basis.

Geometry as ORCA input:
```
! wB97M-V def2-TZVPD RIJCOSX def2/J DEFGRID3
* xyz 0 1
C 1.273 1.326 1.919
H -1.498 -0.459 0.899
H 2.138 2.598 0.532
N 1.869 1.664 0.959
O 0.780 0.781 2.794
O -1.500 -1.145 0.197
H -0.798 -1.741 -1.546
C -0.918 -0.742 -0.885
*
```

Results
Orbital gap: 9.21 eV

Arrangement two

This record from OMol25 describes C2H3NO2 in the gas phase. The level of theory is the ωB97M-V functional and the def2-TZVPD basis.

Geometry as ORCA input:
```
! wB97M-V def2-TZVPD RIJCOSX def2/J DEFGRID3
* xyz 0 1
O -1.468 -0.837 -0.086
H 2.151 0.885 -0.001
C 1.206 0.257 -0.033
N 0.068 0.977 -0.086
O 1.301 -0.960 0.073
H 0.141 1.974 -0.062
C -1.142 0.336 0.073
H -1.816 1.123 0.537
*
```

Results
SMILES: O=CNC=O
Orbital gap: 10.39 eV

Arrangement three

This record from OMol25 describes 2 unconnected molecules or ions with the total composition C2H3NO2. The level of theory is the ωB97M-V functional and the def2-TZVPD basis.

Geometry as ORCA input:
```
! wB97M-V def2-TZVPD RIJCOSX def2/J DEFGRID3
* xyz 0 1
H -0.416 -0.599 0.827
H 1.902 1.983 -0.792
N 1.368 1.692 0.061
H -1.594 -1.454 -0.294
C -0.686 -1.381 0.117
O 0.033 -2.319 0.497
C 0.247 1.206 -0.157
O -0.854 0.872 -0.259
*
```

Results
SMILES: N=C=O.C=O
Orbital gap: 10.01 eV

Arrangement four

This record from OMol25 describes C2H3NO2 in the gas phase. The level of theory is the ωB97M-V functional and the def2-TZVPD basis.

Geometry as ORCA input:
```
! wB97M-V def2-TZVPD RIJCOSX def2/J DEFGRID3
* xyz 0 1
O -0.180 0.753 1.682
O -1.243 -1.147 -0.793
H 1.560 -0.031 -0.851
H 0.601 -1.334 -1.821
C -0.131 -0.772 -1.065
N 0.610 0.238 -0.441
H 1.756 1.643 0.601
C 0.664 0.974 0.738
*
```

Results
SMILES: O=CNC=O
Orbital gap: 10.60 eV

In order of decreasing stability: arrangement two, arrangement four, arrangement three, arrangement one.